Record 1
# C6H14N4O2

A single C6H14N4O2 molecule (ωB97M-V with the def2-TZVPD basis set, the OMol25 dataset).

Summary:
- net charge = 0
- multiplicity = 1
- SMILES = [H]/N=C(\N)NCCC[C@H](N)C(=O)O

Structure (XYZ):
```
26
Properties=species:S:1:pos:R:3:nbo_charge:R:1
C -3.364 1.147 -0.606 0.581
N -4.127 -0.055 -0.151 -0.869
H 0.688 -1.343 1.438 0.223
N -3.938 2.244 -0.977 -0.757
O 4.001 0.477 0.757 -0.586
H -4.885 2.440 -0.786 0.357
H 1.387 0.217 1.650 0.212
C 0.190 0.000 -0.263 -0.410
C 2.334 -1.213 0.323 -0.179
H 3.808 1.024 -1.416 0.495
O 3.049 0.353 -1.252 -0.705
H 3.767 -2.850 0.820 0.357
N -1.984 0.882 -0.969 -0.639
H -4.126 -0.982 -0.981 0.380
C 3.283 -0.135 0.024 0.784
H -1.826 2.039 -1.261 0.395
H 0.813 0.816 -0.777 0.229
H 1.771 -1.874 -0.475 0.236
H 3.688 -1.622 2.046 0.381
N 2.941 -2.169 1.348 -0.841
H 0.117 -0.970 -0.912 0.204
C 1.126 -0.550 0.903 -0.399
H -1.567 -0.261 0.742 0.207
H -0.945 1.667 0.755 0.188
H -5.093 0.221 -0.243 0.362
C -1.110 0.497 0.263 -0.207
```

=====

Record 2
# C12H16N2

2 unconnected molecules or ions with the total composition C12H16N2 (ωB97M-V with the def2-TZVPD basis set, the OMol25 dataset).

Summary:
- net charge = 0
- multiplicity = 1
- SMILES = CCc1c[nH]cn1.Cc1ccccc1

Structure (XYZ):
```
30
Properties=species:S:1:pos:R:3:nbo_charge:R:1
C 1.760 -0.959 -2.642 -0.197
H 0.762 -2.488 0.526 0.221
H 1.721 -1.724 -4.500 0.221
H -0.778 -0.634 -4.848 0.217
H 2.624 -1.625 -2.500 0.199
C -0.291 1.741 -0.972 -0.638
H 1.968 0.107 -0.699 0.214
H -1.643 2.906 2.411 0.196
C -0.832 -0.223 2.397 0.102
C -0.697 -1.591 1.818 -0.436
C 1.112 -1.028 -3.902 -0.237
H 0.041 1.691 0.082 0.231
N -0.877 1.515 3.760 -0.526
N -1.368 0.845 1.712 -0.464
H 1.472 -1.697 2.130 0.209
H -1.355 1.811 -1.045 0.225
H -1.038 -2.460 2.375 0.218
H -1.453 0.899 -2.970 0.199
C -0.635 0.148 3.731 -0.119
C -0.472 0.391 -2.961 -0.211
H 0.162 2.720 -1.131 0.213
H -1.439 -1.640 0.964 0.223
C 0.312 0.696 -1.842 0.001
C -0.138 -0.450 -4.017 -0.211
C 0.763 -1.751 1.313 -0.608
C 1.492 -0.079 -1.608 -0.231
H 0.991 -0.858 0.776 0.205
C -1.304 1.889 2.502 0.158
H -0.118 -0.265 4.571 0.213
H -0.741 2.113 4.568 0.414
```

=====

Record 3
# C3H7NO2

A single C3H7NO2 molecule (ωB97M-V with the def2-TZVPD basis set, the OMol25 dataset).

Summary:
- net charge = 0
- multiplicity = 1
- SMILES = N[C@@H](C=O)CO

Structure (XYZ):
```
13
Properties=species:S:1:pos:R:3:nbo_charge:R:1
H 0.530 -1.671 0.542 0.165
O 0.031 0.470 -2.587 -0.496
C -0.188 -0.347 -1.747 0.443
H 1.542 -0.174 0.478 0.164
C 0.558 -0.586 0.689 -0.068
C -0.458 0.037 -0.283 -0.173
H -0.274 -1.425 -1.981 0.105
O 0.271 -0.252 2.038 -0.735
H 0.782 -0.762 2.651 0.479
N -0.666 1.452 -0.163 -0.824
H 0.083 2.088 -0.404 0.370
H -1.424 -0.451 -0.065 0.204
H -0.788 1.622 0.834 0.367
```

=====

Record 4
# C2H8N4

A molecular structure, C2H8N4 (ωB97M-V with the def2-TZVPD basis set, the OMol25 dataset).

Summary:
- net charge = 0
- multiplicity = 1

Structure (XYZ):
```
14
Properties=species:S:1:pos:R:3:nbo_charge:R:1
H -2.556 -0.811 -0.398 0.366
H -0.033 2.043 0.475 0.332
N -0.350 1.113 0.747 -0.765
H -1.052 -1.192 0.561 0.452
H -1.905 1.452 -0.709 0.164
H 2.190 1.152 -0.298 0.401
H -0.050 0.103 -1.131 0.137
N -2.092 -0.369 0.394 -0.802
N 0.448 -1.506 0.200 -0.929
H 1.228 -2.159 0.231 0.372
C -1.490 0.777 0.051 0.308
N 2.090 0.151 -0.175 -0.847
C 0.806 -0.298 -0.213 0.412
H 2.766 -0.457 0.266 0.399
```

=====

Record 5
# C44H110O22

11 unconnected molecules or ions with the total composition C44H110O22 (ωB97M-V with the def2-TZVPD basis set, the OMol25 dataset).

Summary:
- net charge = 0
- multiplicity = 1
- SMILES = COCCOC.COCCOC.COCCOC.COCCOC.COCCOC.COCCOC.COCCOC.COCCOC.COCCOC.COCCOC.COCCOC

Structure (XYZ):
```
176
Properties=species:S:1:pos:R:3:lowdin_charge:R:1
H -4.616 5.412 6.307 0.086
C -2.476 6.006 2.354 -0.199
C -0.313 2.005 -0.719 -0.116
H 8.857 -6.768 -0.626 0.121
H -6.657 -1.501 5.629 0.086
H -2.141 1.602 2.045 0.081
H 0.483 -1.598 6.180 0.124
C -5.249 -1.397 3.488 -0.172
C 8.574 -5.979 -1.326 -0.174
H -0.385 6.442 -0.930 0.099
C 0.403 -1.585 -1.081 -0.188
H 3.997 1.497 -6.657 0.090
H -5.596 -2.426 3.569 0.133
H 6.816 0.795 1.880 0.122
H -5.297 -1.003 -4.074 0.120
O -0.152 0.735 -1.235 -0.205
C 2.043 5.705 -2.032 -0.117
H 0.534 7.791 1.962 0.092
H -1.674 -2.446 4.360 0.111
H -0.874 -5.108 -2.957 0.073
C -2.961 2.091 4.777 -0.188
H -4.440 2.420 6.311 0.121
C 7.056 -5.792 -1.299 -0.203
O 0.786 5.923 -2.621 -0.165
O 9.050 -6.534 -2.566 -0.169
H -1.843 6.504 -2.973 0.122
H 1.205 -7.936 -2.407 0.089
C 0.521 -0.211 -0.423 -0.176
H -2.379 4.980 2.726 0.103
C 1.512 -3.636 -0.759 -0.065
H -2.169 7.172 -5.293 0.087
H 5.831 2.186 1.623 0.124
H -0.395 -2.294 1.924 0.069
H -1.068 -7.270 0.293 0.125
H 4.644 -5.068 -1.943 0.081
H 6.564 -6.735 -1.573 0.129
C -4.763 -1.751 -4.669 -0.216
H 0.917 -3.141 8.112 0.088
H 5.298 -3.545 -1.741 0.083
H -1.420 8.677 -5.692 0.085
O -0.412 -3.471 6.563 -0.187
H 0.590 7.732 -1.598 0.129
H 6.932 2.888 4.827 0.086
H -1.026 2.491 -1.386 0.094
H 9.155 -5.134 -0.948 0.124
O -4.385 -1.669 1.294 -0.195
H -2.194 6.898 4.256 0.124
H -3.553 6.148 2.506 0.129
H -0.291 -4.544 8.264 0.087
C -3.773 3.005 5.664 -0.203
C 5.906 1.285 2.239 -0.194
H -6.638 0.214 5.159 0.089
H 0.577 2.645 -0.820 0.086
C -0.092 -3.522 7.952 -0.107
H -3.718 -1.968 -0.568 0.088
H -4.694 -2.651 -4.047 0.120
H 0.023 -0.124 0.547 0.117
H 0.111 6.104 1.510 0.065
O 0.316 -2.537 3.865 -0.175
O -3.510 -1.354 -5.156 -0.158
C 2.382 -0.038 -5.224 -0.175
C -1.806 8.103 -4.848 -0.128
H -1.864 -3.723 -3.136 0.068
H 10.134 -5.012 -3.567 0.083
H -0.672 -1.671 -1.293 0.111
H 2.211 -0.304 1.910 0.078
H 8.130 1.752 4.421 0.079
H 1.985 5.175 -1.078 0.083
H 3.130 2.993 -6.370 0.088
O 3.349 -0.587 -2.963 -0.223
C 0.467 6.758 2.308 -0.100
C -1.699 6.937 3.287 -0.176
C 4.679 0.383 2.189 -0.185
H -7.332 -0.639 -7.309 0.082
H -3.473 -2.250 2.843 0.115
C 0.014 6.839 -1.866 -0.202
C 5.408 -4.419 -2.393 -0.115
H -2.439 -5.396 -3.685 0.092
H 5.043 -4.122 -3.374 0.086
H -3.129 -0.098 -3.533 0.094
H 4.529 -0.139 1.240 0.119
O -0.309 6.726 3.505 -0.188
H -6.035 4.387 6.141 0.086
H -3.164 -6.326 -0.352 0.126
H -2.506 -1.123 0.528 0.078
C 3.016 1.910 -6.398 -0.110
H 4.250 1.198 -3.152 0.091
H 2.527 -0.399 -6.248 0.114
C -0.477 -2.119 6.110 -0.195
H -3.577 4.928 -0.078 0.092
C -2.655 -0.808 -4.217 -0.118
H -2.261 1.587 5.455 0.127
H 1.422 -4.352 0.062 0.080
H 1.549 0.149 -0.533 0.115
H -1.941 4.909 -0.667 0.072
C 3.420 -0.835 -4.390 -0.151
H -3.185 3.528 6.427 0.125
C -5.718 -2.178 -5.790 -0.188
H -0.868 -3.711 2.744 0.086
H 0.841 -3.968 -1.553 0.083
H -3.556 1.273 4.362 0.105
C 0.146 -7.819 -2.178 -0.100
C -6.287 -0.346 -7.132 -0.135
H -6.764 -2.063 -5.499 0.120
C 7.288 2.296 3.982 -0.105
H -1.300 -1.669 6.669 0.122
H -2.077 -1.582 -3.702 0.065
O 2.605 1.377 -5.162 -0.225
H -1.760 8.017 -2.206 0.130
H 7.662 2.920 3.168 0.084
H -1.932 -0.187 -4.753 0.088
H -3.385 -0.425 2.621 0.113
H -0.883 -5.686 0.117 0.117
H 2.274 1.630 -7.151 0.088
C -1.922 -4.792 -2.937 -0.093
H 3.611 0.844 -1.484 0.078
C -2.530 4.953 0.247 -0.098
O -4.892 -0.806 4.749 -0.212
H -0.527 2.005 0.354 0.061
C -3.286 -1.880 0.428 -0.096
H -0.749 -0.871 4.469 0.112
C 3.439 0.771 -2.557 -0.103
H -6.002 -0.726 3.063 0.129
H 2.468 -0.269 3.720 0.093
O 0.109 -6.692 -1.323 -0.202
C -2.427 -6.279 -1.155 -0.175
O -2.428 -4.928 -1.617 -0.202
H 8.377 -5.026 -3.882 0.075
O -0.740 7.915 -3.946 -0.164
O 0.894 -2.522 -0.140 -0.218
H 1.428 6.284 2.508 0.088
H 2.499 1.290 -2.754 0.081
H 2.551 6.670 -1.929 0.088
H -0.951 2.860 2.374 0.078
H -2.739 -6.929 -1.975 0.120
H 4.478 -0.652 -4.584 0.125
C -1.052 -6.549 -0.536 -0.212
H -6.458 0.316 -6.276 0.088
H 0.766 -3.678 2.109 0.078
H -0.793 -2.901 8.520 0.079
H 6.674 -5.594 -0.293 0.127
C -4.011 -1.318 2.613 -0.194
H -2.837 -2.869 0.575 0.082
C -0.720 -1.959 4.585 -0.217
C -1.123 7.300 -2.741 -0.223
O -5.460 -1.472 -7.006 -0.169
H 0.813 -1.650 -2.091 0.121
C -5.241 4.885 5.577 -0.114
C 0.006 -3.066 2.581 -0.074
H 1.323 -0.163 -5.000 0.127
H -5.941 0.231 -7.987 0.089
H -0.371 -7.719 -3.136 0.083
H -5.635 5.647 4.909 0.086
H 2.734 5.163 -2.680 0.084
O 3.506 1.121 2.548 -0.182
H 2.557 -3.396 -0.963 0.091
O -2.134 6.082 0.990 -0.196
H -2.684 8.676 -4.535 0.085
O -4.500 3.924 4.874 -0.185
H 3.166 -1.881 -4.560 0.116
H 4.770 -0.390 2.957 0.125
C -1.585 2.102 2.840 -0.115
H -0.198 -8.706 -1.641 0.092
H 1.573 0.997 2.961 0.080
H -1.625 7.954 2.878 0.124
C 9.239 -5.641 -3.629 -0.134
O 6.080 1.647 3.604 -0.193
H -5.575 -3.239 -6.000 0.119
H -2.496 4.032 0.837 0.074
H 9.482 -6.200 -4.536 0.084
O -2.306 2.869 3.787 -0.181
C 2.408 0.312 2.793 -0.124
H -5.754 -0.382 6.587 0.085
H -0.854 1.453 3.331 0.075
O 6.681 -4.994 -2.389 -0.201
C -6.033 -0.605 5.558 -0.118
```

=====

Result set for orbital gap: 9.8, 9.3, 10.3, 8.7, 9.8 eV, one per record in the order listed.
Result set for relative energy (zero: lowest compared OMol25 entry of this formula, charge and spin): 500.5, 178.0, 180.9, 386.7, 397.3 kJ/mol, one per record in the order listed.